{
  "formula": "C2H5NO2",
  "method": "ωB97M-V/def2-TZVPD",
  "symbols": ["O", "C", "O", "C", "N", "H", "H", "H", "H", "H"],
  "coordinates": [[1.64816, 0.53283, 0.01357], [0.59349, -0.15633, 0.01478], [0.33582, -1.30397, 0.74457], [-0.60261, 0.22978, -0.88077], [-1.71805, 0.61333, -0.00561], [0.92694, -1.19228, 1.48334], [-0.90657, -0.64147, -1.48662], [-0.14704, 1.02298, -1.47655], [-1.29691, 0.82972, 0.91278], [-2.36718, 1.41612, -0.26284]],
  "lowdin_charge": [0.056, -0.442, 0.097, -0.199, -0.018, 0.106, 0.118, 0.110, 0.071, 0.102],
  "lumo_energy_ev": 0.71,
  "energy_ev": -7739.709,
  "e_above_lowest_kj_mol": 100.5,
  "spin_multiplicity": 1,
  "smiles": "NCC(=O)O",
  "orbital_gap_ev": 10.37
}



{
  "formula": "C10H23N5O3",
  "method": "ωB97M-V/def2-TZVPD",
  "symbols": ["O", "O", "O", "C", "C", "C", "N", "N", "N", "N", "N", "C", "C", "C", "C", "C", "C", "C", "H", "H", "H", "H", "H", "H", "H", "H", "H", "H", "H", "H", "H", "H", "H", "H", "H", "H", "H", "H", "H", "H", "H"],
  "coordinates": [[-3.20694, 0.63398, -3.16313], [0.81419, 3.58810, -0.44429], [-1.58859, 0.29235, -0.04047], [-2.26360, 0.89003, -3.89591], [-0.29539, 3.10564, -0.31862], [-1.06615, 0.09718, -1.13533], [-0.80033, 2.92699, 0.87506], [-0.85926, -1.16983, -1.51814], [3.35411, -3.58790, 4.12560], [0.30906, 0.02974, 2.97353], [-1.03941, 1.18338, -3.45685], [-2.45019, 0.87984, -5.39412], [-0.17595, -1.66480, -2.71341], [2.90531, -2.25136, 4.52521], [1.26064, -0.43789, 3.98440], [1.86243, -1.76170, 3.52609], [-1.10592, 2.66901, -1.52175], [-0.64902, 1.29275, -2.04311], [-1.58079, 2.29203, 0.95401], [-0.19563, 3.14283, 1.64375], [-1.20448, -1.85529, -0.86403], [4.05418, -3.94983, 4.77289], [2.56631, -4.23011, 4.04557], [-0.34537, -0.70586, 2.70442], [-0.18968, 0.86005, 3.28880], [-0.34052, 1.40010, -4.14713], [-3.50228, 0.70435, -5.61537], [-1.84824, 0.08429, -5.82727], [-2.15011, 1.84210, -5.80373], [0.71720, -1.07218, -2.91796], [-0.85031, -1.62271, -3.57057], [0.12365, -2.70280, -2.55852], [2.47276, -2.29110, 5.53069], [3.75637, -1.56182, 4.54726], [2.04942, 0.30927, 4.12350], [0.74878, -0.57478, 4.94291], [2.33131, -1.63523, 2.54527], [1.06666, -2.50580, 3.42739], [-2.16603, 2.63837, -1.26961], [-0.95977, 3.42440, -2.29322], [0.44160, 1.29420, -2.02381]],
  "lowdin_charge": [0.067, 0.035, 0.035, -0.567, -0.591, -0.427, 0.184, 0.040, -0.030, -0.019, 0.087, 0.002, -0.060, -0.313, -0.311, -0.225, -0.049, -0.175, 0.096, 0.114, 0.144, 0.063, 0.063, 0.064, 0.058, 0.149, 0.087, 0.079, 0.082, 0.084, 0.074, 0.087, 0.104, 0.114, 0.113, 0.104, 0.116, 0.108, 0.126, 0.130, 0.156],
  "lumo_energy_ev": 0.54,
  "energy_ev": -24337.341,
  "e_above_lowest_kj_mol": 0.0,
  "spin_multiplicity": 1,
  "smiles": "CNC(=O)[C@H](CC(N)=O)NC(C)=O.NCCCN",
  "orbital_gap_ev": 9.44
}



{
  "formula": "C12H24O",
  "method": "ωB97M-V/def2-TZVPD",
  "symbols": ["O", "C", "C", "C", "C", "C", "C", "C", "C", "C", "C", "C", "C", "H", "H", "H", "H", "H", "H", "H", "H", "H", "H", "H", "H", "H", "H", "H", "H", "H", "H", "H", "H", "H", "H", "H", "H"],
  "coordinates": [[1.35782, 1.26810, -0.40928], [-1.39571, 2.26060, 0.88592], [-1.20766, 2.56476, -1.63053], [-3.09940, 1.22070, -0.84941], [2.43521, 0.81341, 2.87025], [3.64258, -0.47516, 1.22836], [2.73296, -1.74096, 2.94316], [1.46945, 0.32111, -1.41022], [-0.91102, 0.17188, -0.42105], [1.09889, -0.73179, 1.05344], [0.59743, 0.17196, -0.09756], [-1.60457, 1.54934, -0.50302], [2.40473, -0.50508, 2.04844], [-1.81316, 3.28309, 0.82763], [-1.81001, 1.65806, 1.67396], [-0.39376, 2.35390, 1.17635], [-1.49136, 2.15054, -2.63285], [-0.11989, 2.64076, -1.62782], [-1.77098, 3.52966, -1.49041], [-3.76594, 2.07740, -0.56586], [-3.36558, 1.05329, -1.94744], [-3.36711, 0.34643, -0.22261], [2.21120, 1.73789, 2.24152], [3.36446, 1.09651, 3.28395], [1.63890, 0.74035, 3.62125], [3.59173, -1.23764, 0.37399], [4.62306, -0.57503, 1.74967], [3.70066, 0.47058, 0.69205], [3.70696, -1.51568, 3.49842], [2.92963, -2.51161, 2.29820], [1.79458, -1.94264, 3.53906], [2.47575, -0.07384, -1.52205], [0.91993, 0.64421, -2.32055], [-1.44530, -0.48077, 0.26673], [-1.14223, -0.27807, -1.36236], [1.34748, -1.70354, 0.56867], [0.23979, -0.77318, 1.75158]],
  "lowdin_charge": [-0.071, -0.028, -0.059, -0.078, -0.055, -0.134, -0.063, -0.064, -0.103, -0.019, -0.377, -0.540, -0.555, 0.089, 0.076, 0.049, 0.083, 0.062, 0.097, 0.087, 0.097, 0.075, 0.099, 0.058, 0.079, 0.106, 0.096, 0.074, 0.112, 0.033, 0.099, 0.102, 0.115, 0.112, 0.110, 0.126, 0.113],
  "lumo_energy_ev": 0.81,
  "energy_ev": -14877.925,
  "e_above_lowest_kj_mol": 0.0,
  "spin_multiplicity": 1,
  "smiles": "CC(C)(C)CC1(CC(C)(C)C)CO1",
  "orbital_gap_ev": 10.26
}



{
  "formula": "C2H9BN",
  "method": "ωB97M-V/def2-TZVPD",
  "symbols": ["B", "C", "C", "N", "H", "H", "H", "H", "H", "H", "H", "H", "H"],
  "coordinates": [[-2.25014, -0.00288, 0.19145], [-0.77291, 0.52368, -0.20109], [0.07771, -0.68939, -0.22968], [2.11037, 0.08744, 0.07642], [-2.25295, -1.05648, 0.76574], [-3.23535, 0.71743, -0.23630], [-0.88757, 1.03364, -1.16158], [-0.63102, 1.07947, 0.70111], [0.25829, -1.27399, 0.70323], [0.31929, -1.16488, -1.12900], [2.79836, 0.21774, -0.76999], [2.59864, -0.46782, 0.78489], [1.86726, 0.99605, 0.50479]],
  "lowdin_charge": [0.114, -0.221, 0.119, 0.091, 0.046, 0.087, 0.120, 0.116, 0.121, 0.085, 0.151, 0.086, 0.088],
  "lumo_energy_ev": -5.14,
  "total_charge": 1,
  "energy_ev": -4376.937,
  "e_above_lowest_kj_mol": 169.7,
  "spin_multiplicity": 1,
  "orbital_gap_ev": 10.64
}